(1)
Molecular formula: C6H10
Method: DFT, ωB97M-V/def2-TZVPD

Geometry (Å):
H (-1.471, -0.661, 0.731)
C (-1.431, 0.046, -0.088)
H (0.092, -0.874, 2.019)
H (2.497, 1.289, -1.234)
H (0.408, -2.031, 0.437)
C (1.075, 0.128, 0.111)
H (-2.922, 0.693, -1.796)
H (-0.117, 1.355, -1.203)
C (0.938, -1.081, 1.066)
H (-3.472, -0.582, -0.476)
C (2.323, 0.440, -0.484)
H (-0.417, 1.757, 0.594)
H (2.102, -1.252, 1.554)
C (-2.657, 0.083, -0.803)
H (3.219, -0.253, -0.246)
C (-0.166, 0.942, -0.181)

Computed properties:
**Orbital gap**: 0.3659 hartree
**SMILES**: C=CCC(=C)C
**ΔE to the lowest compared entry with this formula, charge and spin**: 79.72 kcal per mole
**Total charge**: 0

Results of the Löwdin charge analysis, in e, for atoms 1 through 4:
1. H 0.05
2. C -0.19
3. H 0.13
4. H 0.07

=====

(2)
Molecular formula: C6H8FeO6
Method: DFT, ωB97M-V/def2-TZVPD

Geometry (Å):
H (-0.280, 3.079, 0.369)
O (-1.321, 1.506, 1.097)
H (2.729, -2.030, -0.714)
H (-0.407, 2.381, -2.010)
O (-2.531, -0.100, 1.968)
C (-1.622, 0.230, 1.242)
H (2.063, -2.045, 1.766)
C (-0.449, 2.035, 0.077)
C (-1.126, 1.940, -1.285)
O (-1.505, 0.657, -1.590)
O (1.115, -0.788, -1.144)
H (-2.003, 2.621, -1.278)
H (0.505, 1.500, 0.111)
C (2.064, -1.263, -0.270)
C (1.375, -1.909, 0.924)
H (0.897, -2.855, 0.641)
Fe (-0.609, -0.973, -2.022)
O (-1.244, -1.766, -0.001)
H (2.662, -0.407, 0.105)
O (0.387, -0.962, 1.381)
C (-0.701, -0.851, 0.634)

Computed properties:
**Orbital gap (alpha / beta)**: 0.2579 / 0.3008 hartree
**2S+1**: 7
**ΔE to the lowest compared entry with this formula, charge and spin**: 0.00 kcal per mole
**Total charge**: 0

Results of the Löwdin charge analysis, in e, for atoms 1 through 4:
1. H 0.14
2. O 0.05
3. H 0.13
4. H 0.13

=====

(3)
Molecular formula: C9H20N3O
Method: DFT, ωB97M-V/def2-TZVPD

Geometry (Å):
H (1.242, -1.476, 1.803)
C (2.160, -0.101, 0.311)
C (-1.519, -0.942, -1.797)
H (-1.475, -2.055, -0.170)
C (1.950, -1.568, 0.927)
C (-1.572, 0.622, -1.468)
H (2.994, 0.384, 0.871)
H (1.914, -1.177, -1.615)
H (1.882, 2.291, 1.664)
O (-0.235, 1.038, -1.682)
C (0.359, 1.673, -0.538)
H (-0.427, -1.186, -1.864)
C (1.047, 1.582, 1.910)
C (-2.585, -0.518, 0.233)
H (-0.007, -0.024, 0.875)
N (-2.221, 0.825, -0.150)
H (3.582, -0.639, -1.259)
H (1.255, 0.960, 2.813)
H (0.123, 2.209, 2.029)
H (-0.280, 2.514, -0.138)
H (-1.940, -1.025, -2.831)
H (-2.911, -0.560, 2.270)
C (0.820, 0.691, 0.599)
H (-3.148, 1.265, -0.152)
H (1.289, 2.186, -0.915)
H (2.437, 0.608, -1.846)
N (-2.246, -1.585, -0.668)
H (2.932, -1.951, 1.292)
C (2.503, -0.309, -1.215)
N (-3.175, -0.919, 1.350)
H (-3.891, -1.644, 1.345)
H (1.452, -2.260, 0.194)
H (-2.309, 1.094, -2.178)

Computed properties:
**Orbital gap**: 0.3255 hartree
**SMILES**: CC(C)[C@@H](C)CO[C@H]1CNC(N)=[NH+]1
**ΔE to the lowest compared entry with this formula, charge and spin**: 46.25 kcal per mole
**Total charge**: +1

Results of the Löwdin charge analysis, in e, for atoms 1 through 4:
1. H 0.07
2. C -0.35
3. C -0.06
4. H 0.15

=====

(4)
Molecular formula: C18H19AgAsBF5N6S
Method: DFT, ωB97M-V/def2-TZVPD

Geometry (Å):
F (3.725, -3.570, -1.334)
F (2.164, -1.493, -1.990)
H (-0.712, -2.872, -1.844)
H (-4.379, -1.106, -4.332)
C (1.070, 4.510, -0.966)
C (0.672, 3.267, -1.456)
C (0.839, -1.674, -0.051)
H (1.291, 5.400, -1.533)
C (3.586, 0.651, 2.336)
C (-1.113, -2.847, -2.846)
N (2.892, 1.713, 1.985)
H (4.650, 0.554, 2.143)
C (-1.846, 2.547, 3.104)
N (-1.307, 0.964, 1.676)
H (-1.229, 0.134, -4.184)
C (0.683, -2.391, 1.119)
C (-2.959, 1.753, 2.949)
C (-2.550, 0.744, 2.058)
C (1.890, -2.129, -0.827)
N (0.653, 3.153, 0.694)
H (-0.852, 0.344, -2.475)
S (-3.726, -1.581, -1.163)
C (1.464, 0.262, 2.915)
H (-0.320, -2.601, -3.537)
H (-2.379, 0.993, -3.058)
C (1.059, 4.373, 0.400)
H (-2.986, -1.705, -5.274)
H (2.958, -1.298, 3.333)
N (0.429, 2.451, -0.436)
Ag (0.106, 0.301, -0.334)
H (-3.910, -2.844, -4.309)
C (2.526, -3.866, 0.696)
F (-0.292, -2.031, 1.978)
B (0.559, 2.582, 2.113)
C (2.730, -0.303, 2.927)
C (2.720, -3.191, -0.502)
H (0.512, -0.135, 3.246)
F (1.324, -4.070, 2.692)
H (0.801, 3.492, 2.895)
C (-1.638, 0.185, -3.175)
C (1.464, -3.471, 1.489)
H (1.289, 5.076, 1.160)
N (-0.871, 2.061, 2.331)
H (-1.567, -3.818, -3.083)
H (0.493, 2.948, -2.483)
As (-2.457, -1.496, -2.783)
F (3.263, -4.956, 1.018)
H (-1.701, 3.456, 3.714)
H (-3.916, 1.916, 3.404)
H (-3.153, -0.053, 1.621)
C (-3.552, -1.808, -4.345)
N (1.602, 1.475, 2.322)

Computed properties:
**Orbital gap**: 0.2985 hartree
**ΔE to the lowest compared entry with this formula, charge and spin**: 0.00 kcal per mole
**Total charge**: -1

Results of the Löwdin charge analysis, in e, for atoms 1 through 4:
1. F 0.07
2. F 0.02
3. H 0.00
4. H 0.02

=====

(5)
Molecular formula: C34H48BClN2O4S
Method: DFT, ωB97M-V/def2-TZVPD

Geometry (Å):
C (3.917, 1.197, -0.327)
H (3.123, -3.181, -1.500)
C (-1.207, 3.791, -1.540)
H (4.035, -8.128, -0.548)
C (-5.135, 2.748, 5.355)
H (-2.067, -1.602, -4.507)
C (2.113, -8.238, 0.415)
C (0.438, 3.730, 3.994)
N (0.110, 2.922, 0.346)
H (-2.159, 2.308, 1.495)
S (2.318, 4.114, 1.994)
H (1.689, -8.317, 1.418)
C (3.784, 2.248, 0.581)
B (-3.210, 2.365, 4.022)
C (-0.290, -3.769, -1.739)
C (-3.612, 0.495, -2.625)
H (1.160, 4.137, 4.681)
C (0.743, 3.609, 2.643)
H (4.663, 2.620, 1.088)
C (-0.476, -3.951, -3.236)
C (-1.879, -3.584, -3.711)
O (-3.653, 1.075, 3.843)
O (-4.720, -0.574, -4.412)
H (-0.223, 5.410, -4.406)
H (1.492, -4.966, -1.314)
O (-4.041, 3.273, 4.606)
C (-0.182, 3.093, 1.740)
H (-5.895, 2.297, 4.721)
H (2.576, -0.066, -2.936)
Cl (5.489, 0.518, -0.613)
H (1.739, -1.486, -0.446)
H (4.001, -9.145, 0.880)
O (-3.514, -1.886, -3.076)
H (-1.735, 5.745, -2.339)
H (1.770, -9.097, -0.162)
H (-3.239, 0.672, 3.075)
H (-1.475, 5.279, 0.767)
H (0.572, 2.280, 6.494)
N (3.606, -4.720, 0.318)
H (-1.450, -1.632, -2.851)
C (-0.821, 3.320, 4.443)
H (1.710, -7.340, -0.056)
C (-4.004, -0.681, -3.475)
H (-2.044, 3.819, 6.237)
H (1.130, -3.688, -0.189)
C (0.002, 5.092, -3.389)
C (-1.779, 2.818, 3.550)
C (-2.165, -2.090, -3.535)
C (1.157, -3.933, -1.251)
H (0.546, 5.915, -2.932)
C (2.539, 2.802, 0.821)
C (-1.438, 2.704, 2.199)
C (3.636, -8.204, 0.465)
H (3.815, -0.919, -1.956)
C (-1.327, 4.795, -2.678)
H (0.259, -3.383, -3.805)
C (2.827, -0.477, -1.959)
H (-2.142, 3.818, -0.975)
H (5.262, -7.143, 1.412)
H (-5.587, 3.550, 5.929)
C (3.860, -5.749, 0.760)
H (3.774, -7.121, 2.337)
C (-1.091, 3.437, 5.899)
H (0.782, -1.243, -1.874)
H (0.645, 4.216, -3.455)
C (1.400, 2.349, 0.149)
C (4.178, -7.058, 1.325)
C (-0.114, 4.138, -0.514)
H (-3.371, 1.363, -3.229)
H (-2.031, 4.424, -3.423)
H (-0.894, -4.520, -1.223)
H (-0.317, -4.996, -3.507)
C (2.798, 0.692, -0.986)
H (-2.637, -4.128, -3.150)
H (-0.104, 3.402, 7.777)
C (-0.531, 5.392, 0.239)
C (2.143, -2.955, -1.906)
H (-2.754, 0.260, -1.999)
C (1.560, 1.294, -0.741)
H (2.191, -3.106, -2.985)
H (-0.627, 6.204, -0.479)
H (-4.802, 1.988, 6.059)
H (0.822, 4.335, -1.033)
H (-1.056, 2.773, -1.895)
H (-1.995, -3.804, -4.768)
H (0.684, 0.914, -1.246)
H (-4.433, 0.733, -1.953)
C (1.777, -1.525, -1.537)
H (0.223, 5.723, 0.946)
H (-0.661, -2.804, -1.403)
C (-0.174, 3.012, 6.770)

Computed properties:
**Orbital gap**: 0.3097 hartree
**SMILES**: C=Cc1cc2c(cc1B(O)OC)N([C@H](C)CCC)c1cc(CCCCCCCCOC(C)=O)c(Cl)cc1S2.CCCC#N
**Total charge**: 0

Results of the Löwdin charge analysis, in e, for atoms 1 through 4:
1. C -0.59
2. H 0.08
3. C -0.18
4. H 0.11

=====

(6)
Molecular formula: CH2BrClO3S
Method: DFT, ωB97M-V/def2-TZVPD

Geometry (Å):
O (-0.741, -1.861, 0.052)
Br (-2.893, 1.335, -0.311)
S (-0.464, -0.555, -0.381)
O (-1.449, 0.834, 0.591)
O (-0.414, -0.204, -1.728)
H (1.391, 1.257, 0.355)
Cl (2.466, -0.628, -0.405)
C (1.087, 0.076, 0.392)
H (1.016, -0.254, 1.435)

Computed properties:
**Orbital gap**: 0.3455 hartree
**SMILES**: O=S(=O)(CCl)OBr
**ΔE to the lowest compared entry with this formula, charge and spin**: 18.01 kcal per mole
**Total charge**: 0

Results of the Löwdin charge analysis, in e, for atoms 1 through 4:
1. O -0.24
2. Br 0.73
3. S 0.58
4. O -0.89

=====

(7)
Molecular formula: C5H3N2O4S2
Method: DFT, ωB97M-V/def2-TZVPD

Geometry (Å):
H (0.048, -2.962, -0.114)
C (-2.078, -0.505, 0.697)
C (0.041, -2.300, 0.639)
C (-0.821, 1.457, -0.087)
N (0.367, 1.793, 0.433)
O (1.084, 3.080, -1.573)
S (1.581, -0.601, -0.817)
H (0.938, -2.416, 1.181)
O (2.732, 1.897, -0.077)
O (-1.741, 2.144, -0.534)
O (1.125, 0.624, -1.662)
S (1.403, 1.997, -0.648)
N (-2.977, -1.003, 1.205)
H (-0.860, -2.257, 1.206)
C (-0.931, -0.047, 0.121)
C (0.088, -0.903, 0.030)

Computed properties:
**Orbital gap**: 0.3031 hartree
**Total charge**: -1

Results of the Löwdin charge analysis, in e, for atoms 1 through 4:
1. H 0.04
2. C -0.24
3. C -0.06
4. C -0.54

=====

Computed max |F| (eV Å⁻¹) in order:
4.201 3.367 4.877 1.218 1.109 4.743 3.918
Computed E (eV) in order:
-6380.402 -53019.689 -16166.899 -117854.261 -71243.025 -100608.474 -38073.720